1.
{"formula": "C4H8N2O2", "method": "ωB97M-V with the def2-TZVPD basis set", "symbols": ["N", "C", "C", "C", "O", "C", "N", "O", "H", "H", "H", "H", "H", "H", "H", "H"], "coordinates": [[1.048251, -0.632358, 1.258485], [0.179984, -0.593768, 0.156427], [-0.569398, 0.789241, 0.183333], [-1.354082, 0.966517, 1.552175], [-1.940273, 2.084711, 1.791853], [0.740077, -0.731544, -1.157991], [-0.052055, -1.285732, -2.172165], [1.886714, -0.381952, -1.411809], [1.387575, -1.589439, 1.429109], [1.875975, -0.028671, 1.133236], [-0.476482, -1.497120, 0.136503], [0.069352, 1.706764, -0.015885], [-1.408708, 0.733090, -0.566994], [-1.056493, 0.007049, 2.121782], [0.169711, -0.987463, -3.126673], [-1.085308, -1.122324, -2.159333]], "forces_ev_per_a": [[1.79, -0.73, 1.29], [-2.36, 0.49, 0.48], [-1.96, -0.08, 0.22], [0.44, 3.83, -1.07], [2.29, -5.76, -0.32], [2.60, 0.59, -3.55], [-1.87, 0.87, -0.69], [-0.65, -0.35, 0.21], [-0.08, 0.73, -0.09], [-0.63, -0.44, -0.11], [-0.40, 0.89, 1.00], [-0.57, -1.35, 0.16], [0.87, 0.45, 0.37], [-1.52, 1.59, 0.57], [0.87, -0.27, 0.64], [1.18, -0.47, 0.89]], "total_charge": 0, "lumo_ev": 0.587, "energy_ev": -11351.7447, "homo_energy_ev": -9.61, "de_lowest_ev": 2.368}

=====

2.
{"formula": "C12H17N", "method": "ωB97M-V with the def2-TZVPD basis set", "symbols": ["C", "C", "C", "H", "H", "H", "H", "H", "H", "H", "H", "C", "C", "C", "C", "C", "C", "C", "C", "C", "N", "H", "H", "H", "H", "H", "H", "H", "H", "H"], "coordinates": [[0.106669, 3.183042, 0.929438], [-0.904150, 2.547164, 1.890266], [-0.143130, 2.777485, -0.525630], [0.001251, 4.265632, 1.015474], [1.092451, 2.955928, 1.317846], [-0.575464, 1.590089, 2.311505], [0.641894, 2.277535, -1.102864], [-1.036568, 2.162056, -0.601478], [-1.917818, 2.393072, 1.534206], [-0.946456, 3.173024, 2.786804], [-0.241271, 3.647677, -1.186030], [-0.650036, -1.327951, -3.018404], [0.363384, -1.634562, -0.700840], [-0.787598, -1.693882, -1.575668], [-0.128685, -1.924671, 0.602306], [-1.806650, -2.192207, -0.841022], [1.731917, -1.354985, -0.772406], [0.627205, -1.849817, 1.766842], [2.500988, -1.298173, 0.366004], [1.955153, -1.513101, 1.639702], [-1.442138, -2.279043, 0.485408], [2.177808, -1.307684, -1.762714], [0.351197, -1.524007, -3.382590], [-0.865381, -0.286197, -3.190258], [-2.818136, -2.440292, -1.125030], [-2.077048, -2.380257, 1.252275], [0.142562, -1.978496, 2.725561], [3.494279, -0.929810, 0.309890], [2.525744, -1.212809, 2.509652], [-1.371970, -1.844748, -3.658244]], "forces_ev_per_a": [[-0.67, -0.12, -0.03], [0.50, -0.04, 1.25], [0.47, 0.30, -1.04], [0.02, 0.02, -0.06], [0.33, -0.14, -0.26], [0.11, -0.12, -0.50], [0.25, -0.50, 0.81], [-0.07, 0.03, -0.14], [-0.05, 0.26, -0.37], [-0.29, 0.09, -0.04], [-0.58, 0.15, 0.37], [-0.92, -0.49, -0.25], [-0.59, 0.04, 1.88], [1.59, -0.47, -0.70], [0.12, -0.13, -0.17], [-0.78, 0.59, 0.13], [-0.18, -0.44, -1.09], [-0.06, 0.09, -0.03], [-0.57, 0.24, 0.27], [-0.26, 0.75, -0.07], [-0.04, -0.21, -0.16], [0.17, 0.49, 0.16], [0.15, -0.12, -0.08], [0.10, 0.61, 0.12], [0.04, 0.11, -0.10], [-0.09, -0.15, 0.04], [0.11, -0.09, 0.11], [0.89, -0.08, -0.19], [0.13, -0.47, 0.06], [0.17, -0.21, 0.08]], "total_charge": 0, "lumo_ev": 0.893, "energy_ev": -14209.5662, "homo_energy_ev": -7.87, "de_lowest_ev": 0.771}

=====

3.
{"formula": "C5H7NO", "method": "ωB97M-V with the def2-TZVPD basis set", "symbols": ["C", "C", "C", "N", "C", "O", "C", "H", "H", "H", "H", "H", "H", "H"], "coordinates": [[-1.546032, -0.396127, 0.685127], [-0.725467, 0.092580, -0.519466], [-0.519683, 1.523295, -0.815365], [-0.317304, 2.635931, -1.069252], [0.562563, -0.658447, -0.147861], [0.483445, -1.856096, 0.081594], [1.829964, 0.050345, 0.092603], [-1.420899, 0.350513, 1.514238], [-2.615557, -0.456345, 0.483920], [-0.961182, -1.580441, 0.594114], [-1.146799, -0.379815, -1.413075], [2.594013, -0.705978, 0.260944], [1.725483, 0.668653, 0.992488], [2.057456, 0.711933, -0.740006]], "forces_ev_per_a": [[0.03, -1.36, -0.20], [0.28, -0.41, -0.13], [0.09, 0.78, 0.10], [-0.27, -1.29, 0.32], [0.86, -0.66, -0.39], [0.75, 0.55, -0.68], [0.38, 0.15, -0.11], [0.23, -1.32, -0.22], [0.07, 0.06, -0.14], [-2.90, 3.09, 1.63], [0.19, 0.07, -0.01], [0.13, 0.23, -0.06], [-0.05, 0.01, -0.13], [0.20, 0.10, 0.02]], "total_charge": 0, "lumo_ev": 0.553, "energy_ev": -8833.9878, "homo_energy_ev": -10.33, "de_lowest_ev": 2.215}

=====

4.
{"formula": "C5H8N", "method": "ωB97M-V with the def2-TZVPD basis set", "symbols": ["C", "C", "C", "C", "C", "N", "H", "H", "H", "H", "H", "H", "H", "H"], "coordinates": [[0.891021, 1.519599, -0.466157], [0.722885, -0.127435, 0.629454], [0.460825, -1.060109, 1.490106], [1.960903, 0.635212, 0.031416], [-2.687230, -0.597112, -1.075680], [-0.078212, 0.804336, 0.043335], [0.791361, 2.500804, -0.820013], [-0.506311, -1.454833, 1.677444], [1.272622, -1.762997, 1.887304], [2.508128, 0.135544, -0.741998], [2.574321, 1.111372, 0.885916], [-2.005174, -1.395237, -1.439395], [-2.185774, 0.417243, -0.848478], [-3.719367, -0.726388, -1.253253]], "forces_ev_per_a": [[-1.39, -1.51, 1.89], [2.73, 0.68, -0.63], [1.83, -3.26, 0.90], [1.07, 0.14, 2.52], [2.90, 1.64, -1.43], [-2.67, 2.05, -1.87], [0.02, 1.07, -0.96], [-1.03, 0.37, 0.42], [-1.05, 1.41, -0.62], [0.68, -0.33, -0.09], [-0.49, -0.78, -1.65], [-0.45, 0.34, 0.77], [-0.83, -1.65, 0.15], [-1.32, -0.18, 0.60]], "total_charge": 1, "lumo_ev": [-8.260, -9.121], "energy_ev": -6790.7979, "homo_energy_ev": [-13.50, -13.22], "de_lowest_ev": 7.291}